Below is C39H57IrN7O2 as an isolated structure at a distorted geometry, with properties calculated with ωB97M-V/def2-TZVPD.

The energy comes out at -2157.7444 hartree. For the relative energy (zero: lowest compared OMol25 entry of this formula, charge and spin), the calculation gives 47.0 kcal/mol. As for the charge: +2. The calculation puts the lowest unoccupied orbital energy (alpha / beta) at -0.2719 / -0.2722 Eh. Its expectation value of S² is 0.7537. As for the spin multiplicity: 2. For the HOMO-LUMO gap (alpha / beta), the calculation gives 5.322 / 5.897 eV. For the largest force on an atom, the calculation gives 1.47 eV/Å.

Geometry (Å):
1 Ir 0.113583 -0.560175 1.235286
2 C 1.930382 -0.866940 2.378593
3 C 2.425996 -1.116124 1.067973
4 C 1.656384 -2.224610 0.511785
5 C 0.719234 -2.593442 1.512816
6 C 0.906956 -1.813281 2.715520
7 C 0.409993 -2.191761 4.088313
8 C 1.035310 -3.563798 4.397332
9 C 0.858476 -1.187153 5.147390
10 C -1.117804 -2.313483 4.089323
11 C 1.951239 -3.160434 -0.667028
12 C 3.136581 -4.018087 -0.157281
13 C 0.808313 -4.160904 -0.896877
14 C 2.298379 -2.499065 -2.018404
15 C 3.559218 -0.244820 0.521786
16 C 2.919209 0.808762 -0.388786
17 C 4.254942 0.489977 1.681840
18 C 4.656558 -0.994013 -0.238764
19 H 2.375242 -0.189183 3.085325
20 H -0.014372 -3.378590 1.419812
21 H 2.122226 -3.537520 4.297759
22 H 0.644700 -4.340083 3.737507
23 H 0.800676 -3.847627 5.423151
24 H 1.945780 -1.132356 5.219968
25 H 0.481900 -1.498475 6.121366
26 H 0.468468 -0.185873 4.955364
27 H -1.470695 -2.993935 3.310954
28 H -1.595134 -1.342055 3.942458
29 H -1.455083 -2.710763 5.046753
30 H 2.884623 -4.515532 0.781424
31 H 4.041274 -3.434970 -0.008004
32 H 3.352262 -4.789308 -0.897453
33 H 0.623955 -4.799054 -0.032264
34 H 1.094626 -4.816905 -1.717936
35 H -0.122321 -3.682939 -1.191772
36 H 2.200038 -1.417559 -2.011473
37 H 1.636113 -2.866549 -2.798381
38 H 3.310553 -2.750802 -2.330332
39 H 2.082039 1.274642 0.129028
40 H 2.557942 0.377103 -1.321620
41 H 3.655182 1.576596 -0.633618
42 H 3.639989 1.292091 2.094994
43 H 5.167745 0.948971 1.305524
44 H 4.539507 -0.190782 2.485415
45 H 4.293071 -1.565924 -1.080625
46 H 5.226000 -1.646864 0.423863
47 H 5.350349 -0.248295 -0.627828
48 O -7.080139 1.755849 1.058179
49 N -6.277927 1.249186 0.315528
50 O -6.477364 0.919697 -0.834368
51 C -4.905332 1.043220 0.849515
52 C -4.565535 1.799663 1.911674
53 C -3.241697 1.743092 2.446876
54 C -2.807226 2.546442 3.517428
55 C -1.492727 2.487546 3.907292
56 C -0.624157 1.613905 3.248272
57 N -1.026393 0.821580 2.264501
58 C -2.317777 0.889610 1.852391
59 C -2.696928 0.064416 0.750722
60 N -1.730100 -0.771126 0.269989
61 C -2.055799 -1.625355 -0.685055
62 C -3.332905 -1.665309 -1.246006
63 C -4.300057 -0.801887 -0.807116
64 C -3.994520 0.107386 0.233326
65 H -5.298905 2.471220 2.337561
66 H -3.504528 3.213179 4.008919
67 H -1.113937 3.100256 4.712554
68 H 0.421578 1.557306 3.514684
69 H -1.285519 -2.299671 -1.010215
70 H -3.539785 -2.380768 -2.028662
71 H -5.285609 -0.816853 -1.242603
72 C -1.677611 3.102127 -0.290071
73 N -0.352858 2.457645 -0.479955
74 C 0.650761 3.549443 -0.320776
75 N 0.444275 4.644167 -1.250725
76 C -0.885616 5.209256 -1.027540
77 N -1.928957 4.194996 -1.210461
78 C -1.832805 3.678370 -2.579862
79 N -0.517531 3.086360 -2.839590
80 C -0.304902 2.008476 -1.890242
81 C 0.505101 4.115186 -2.615935
82 H -1.731895 3.481923 0.734653
83 H -2.456755 2.351908 -0.442450
84 H 1.648448 3.152724 -0.479476
85 H 0.579591 3.931219 0.701706
86 H -1.055343 6.026469 -1.728143
87 H -0.942570 5.606171 -0.012049
88 H -2.005365 4.494827 -3.280527
89 H -2.604131 2.919694 -2.734317
90 H 0.667019 1.548496 -2.078615
91 H -1.085265 1.255162 -2.033477
92 H 0.353334 4.930430 -3.322913
93 H 1.492474 3.682759 -2.791440
94 C -1.051324 -0.832749 -5.706233
95 C -0.264309 -0.286257 -4.517275
96 C 1.221440 -0.107101 -4.884673
97 C -0.397140 -1.168055 -3.327530
98 H -0.943528 -0.182250 -6.573786
99 H -2.114283 -0.915201 -5.476230
100 H -0.687204 -1.823964 -5.986770
101 H -0.645056 0.711022 -4.269104
102 H 1.678225 -1.065886 -5.138108
103 H 1.788042 0.334106 -4.060031
104 H 1.318209 0.553241 -5.747106
105 H -0.145471 -0.810721 -2.336814
106 H -0.543315 -2.234691 -3.459695

Cartesian forces (eV/Å) of the 3 atoms listed first:
0.9 -0.7 -0.9
0.0 -0.2 0.5
-0.1 0.2 0.1

Löwdin atomic charge list, values in e, 6 entries: Ir 1.37; C -0.11; C -0.11; C -0.13; C -0.10; C -0.30